Entry 1:
ORCA calculation (ωB97M-V/def2-TZVPD) on C4H6N4O in the gas phase in a non-equilibrium geometry.

The geometry in XYZ format:
```
15
Properties=species:S:1:pos:R:3
H 3.794 0.684 0.167
N 3.792 -0.439 -0.141
C 2.502 -0.643 -0.032
N 1.638 0.406 0.256
C 0.213 0.402 0.138
C -0.616 1.496 -0.008
N -1.972 1.066 -0.213
C -1.996 -0.187 -0.086
O -2.951 -1.113 -0.020
N -0.660 -0.751 -0.027
H 2.063 -1.685 -0.342
H 1.847 1.365 -0.372
H -0.224 2.648 0.320
H -3.763 -0.749 0.659
H -0.311 -1.752 0.524
```

Results
- Kohn-Sham gap: 0.3091 hartree
- Spin multiplicity: 1
- E_HOMO: -8.176 eV
- Energy relative to the best compared isomer or geometry (same formula, charge and spin): 341.9 kJ/mol

Entry 2:
ORCA calculation (ωB97M-V/def2-TZVPD) on C3H8BrNS in the gas phase in a non-equilibrium geometry.

The geometry in XYZ format:
```
14
Properties=species:S:1:pos:R:3
C -0.686 1.469 -0.425
C -0.572 0.546 0.670
C -0.737 -0.968 0.177
N 0.442 -1.258 -0.628
S 1.750 -1.595 0.123
Br 3.303 0.453 0.137
H -0.228 2.361 -0.135
H -0.344 0.924 -1.350
H -1.746 1.678 -0.664
H -1.241 0.567 1.409
H 0.321 0.487 1.258
H -1.056 -1.583 1.004
H -1.646 -0.972 -0.533
H 2.440 -2.109 -1.043
```

Results
- Kohn-Sham gap (spin up / spin down): 0.2903 / 0.2903 hartree
- Spin multiplicity: 1
- E_HOMO (spin up / spin down): -9.177 / -9.177 eV
- Energy relative to the best compared isomer or geometry (same formula, charge and spin): 32.2 kJ/mol

Entry 3:
ORCA calculation (ωB97M-V/def2-TZVPD) on C5H6O2 in the gas phase.

The geometry in XYZ format:
```
13
Properties=species:S:1:pos:R:3
O 2.237 -1.023 -0.113
C 1.491 -0.186 -0.564
C 0.170 0.203 0.001
C -0.345 1.536 -0.435
O -1.032 2.257 0.246
C -0.464 -0.418 1.211
C -0.747 -1.034 -0.111
H 1.682 0.285 -1.555
H -0.043 1.851 -1.457
H -1.244 0.223 1.616
H 0.145 -0.958 1.931
H -1.711 -0.936 -0.599
H -0.194 -1.941 -0.346
```

Results
- Kohn-Sham gap: 0.3870 hartree
- Spin multiplicity: 1
- E_HOMO: -10.036 eV
- Energy relative to the best compared isomer or geometry (same formula, charge and spin): 146.6 kJ/mol

Entry 4:
ORCA calculation (ωB97M-V/def2-TZVPD) on a gas-phase ion, C5H10N (charge +1) in a non-equilibrium geometry.

The geometry in XYZ format:
```
16
Properties=species:S:1:pos:R:3
C 1.453 0.395 -0.825
C 1.634 0.200 0.620
C -0.153 -1.465 -0.101
C -2.086 0.150 -0.175
C 0.303 -0.153 0.003
N -0.833 0.610 0.522
H 1.451 1.340 -1.174
H 2.018 -0.377 -1.524
H 2.335 -0.573 1.029
H 1.659 1.201 1.274
H -0.907 -1.749 0.523
H 0.346 -2.318 -0.573
H -2.010 0.060 -1.232
H -3.068 0.170 0.168
H -0.706 1.546 0.329
H -0.944 0.371 1.474
```

Results
- Kohn-Sham gap (spin up / spin down): 0.3363 / 0.3936 hartree
- Net charge: +1
- Spin multiplicity: 3
- E_HOMO (spin up / spin down): -12.392 / -16.152 eV
- Energy relative to the best compared isomer or geometry (same formula, charge and spin): 176.7 kJ/mol

Entry 5:
ORCA calculation (ωB97M-V/def2-TZVPD) on 2 unconnected molecules or ions with the total composition C4H8O in a non-equilibrium geometry.

The geometry in XYZ format:
```
13
Properties=species:S:1:pos:R:3
C -1.385 -1.710 -0.970
C -2.114 -1.800 0.133
H -1.415 -0.783 -1.538
H -0.737 -2.457 -1.409
H -2.658 -0.935 0.497
H -2.056 -2.625 0.828
C 2.068 1.676 -0.449
C 1.031 1.345 0.407
O 1.317 1.378 1.642
H 2.259 1.857 -1.495
H 2.960 2.052 0.060
H -0.017 1.231 0.147
H 0.747 0.772 2.148
```

Results
- Kohn-Sham gap (spin up / spin down): 0.3057 / 0.1730 hartree
- Net charge: +1
- Spin multiplicity: 2
- E_HOMO (spin up / spin down): -13.497 / -13.490 eV
- Energy relative to the best compared isomer or geometry (same formula, charge and spin): 211.0 kJ/mol

Entry 6:
ORCA calculation (ωB97M-V/def2-TZVPD) on a molecular structure, C29H35BaCl3N4O2P2 in a non-equilibrium geometry.

The geometry in XYZ format:
```
76
Properties=species:S:1:pos:R:3
Ba 0.262 2.219 -1.096
C -1.846 1.849 -4.205
C -1.939 0.546 -3.892
C -1.128 -0.503 -4.540
C 0.376 -0.127 -4.640
C 0.882 0.645 -3.469
C 0.953 2.026 -3.561
C 0.491 2.730 -4.788
C -0.930 2.343 -5.270
C 1.942 0.439 3.366
H -2.586 2.598 -3.882
H -2.764 0.156 -3.295
H -1.501 -0.664 -5.561
H -1.239 -1.462 -4.016
H 0.942 -1.055 -4.800
H 0.524 0.410 -5.582
H 1.447 0.054 -2.713
H 1.664 2.643 -2.938
H 1.169 2.522 -5.624
H 0.533 3.816 -4.623
H -1.375 3.234 -5.724
H -0.882 1.618 -6.089
H 1.286 1.299 3.295
H 2.931 0.873 3.673
H 1.453 0.025 4.253
P 1.912 -0.514 1.798
P -1.443 -1.098 1.522
N 2.903 0.724 0.807
N 3.049 -1.741 1.907
N -2.123 0.160 0.523
N -2.910 -2.023 1.591
C 1.007 -1.078 0.229
C -0.331 -1.847 0.297
C 3.077 2.017 1.269
C 3.899 2.712 0.417
C 4.233 1.841 -0.648
C 3.615 0.625 -0.402
C 4.147 -1.588 2.757
C 4.828 -2.782 2.788
C 4.218 -3.665 1.855
C 3.156 -3.003 1.289
C -2.745 1.284 1.079
C -2.745 2.314 0.169
C -2.464 1.727 -1.111
C -1.930 0.462 -0.818
C -3.872 -2.523 0.691
C -4.836 -3.276 1.375
C -4.480 -3.213 2.768
C -3.333 -2.459 2.866
H 1.722 -1.755 -0.264
H 0.916 -0.219 -0.473
H -0.763 -1.899 -0.721
H -0.187 -2.901 0.612
H 2.778 2.301 2.263
H 4.177 3.735 0.629
H 4.906 2.132 -1.441
H 3.743 -0.291 -0.962
H 4.270 -0.657 3.265
H 5.671 -2.972 3.428
H 4.541 -4.665 1.643
H 2.486 -3.322 0.514
H -3.163 1.217 2.074
H -3.040 3.369 0.342
H -2.765 2.085 -2.079
H -1.241 -0.137 -1.404
H -3.813 -2.330 -0.364
H -5.696 -3.806 0.983
H -4.985 -3.681 3.610
H -2.721 -2.163 3.711
Cl -2.238 1.716 6.845
C -2.301 0.520 5.564
Cl -1.492 -0.978 6.080
Cl -3.985 0.190 5.107
C -1.577 1.025 4.214
O -1.253 2.202 4.095
O -1.486 -0.003 3.434
```

Results
- Kohn-Sham gap: 0.1101 hartree
- Spin multiplicity: 1
- E_HOMO: -4.109 eV
- Energy relative to the best compared isomer or geometry (same formula, charge and spin): 87.2 kJ/mol